No. 1
Here is a cluster of 2 separate species, C3H11BN2O in total at a distorted geometry from the Open Molecules 2025 dataset. Energies are from ωB97M-V with the def2-TZVPD basis set.

Summary:
strongest force on any atom: 4.67 eV Å⁻¹
E_LUMO: 0.71 eV
SMILES: C/N=B/OC.CN
calculated total energy: -8992.60763 eV
HOMO-LUMO gap: 9.419 eV

Geometry as ORCA input:
```
! RIJCOSX wB97M-V def2-TZVPD def2/J DEFGRID3
* xyz 0 1
C 1.24 2.51 0.19
N 1.49 1.16 0.33
B 1.62 -0.04 0.64
O 1.71 -1.34 0.81
C 1.55 -2.48 0.05
H 0.45 2.77 -0.68
H 0.73 2.92 1.05
H 2.15 3.06 -0.11
H 0.73 -3.20 0.41
H 2.58 -2.95 0.00
H 1.34 -2.42 -1.08
C -2.51 0.36 0.16
N -1.55 -0.47 -0.47
H -2.59 0.15 1.22
H -2.06 1.34 0.02
H -3.50 0.31 -0.38
H -1.89 -1.49 -0.69
H -1.49 -0.18 -1.46
*
```

No. 2
Here is a structure of composition C42H34BrO15PS at a distorted geometry from the Open Molecules 2025 dataset. Energies are from ωB97M-V with the def2-TZVPD basis set.

Summary:
strongest force on any atom: 3.90 eV Å⁻¹
E_LUMO: -1.99 eV
calculated total energy: -164976.31445 eV
HOMO-LUMO gap: 6.440 eV

Geometry as ORCA input:
```
! RIJCOSX wB97M-V def2-TZVPD def2/J DEFGRID3
* xyz 0 1
C 5.85 -0.32 3.14
C 6.55 0.50 4.25
P 8.15 1.32 3.74
C 7.91 2.13 2.06
C 9.51 0.04 3.47
O 9.75 -0.54 4.76
C 9.01 -1.71 4.75
O 8.71 -2.19 5.76
O 8.71 -2.15 3.50
C 9.29 -1.20 2.61
S 11.00 -1.91 2.29
Br 8.56 -1.01 0.81
H 6.46 -1.13 2.74
H 5.48 0.28 2.30
H 4.96 -0.80 3.59
H 5.90 1.34 4.51
H 6.68 -0.14 5.13
H 7.10 1.69 1.48
H 8.88 2.04 1.55
H 7.76 3.20 2.27
H 10.34 0.64 3.08
H 10.66 -3.04 1.62
C 1.86 1.74 0.51
C 1.04 1.10 -0.33
C 1.48 -0.12 -1.04
O 0.74 -0.70 -1.80
C 2.85 -0.62 -0.78
C 3.67 0.02 0.06
C 3.24 1.25 0.77
O 3.98 1.83 1.54
H 1.57 2.64 1.04
H 0.03 1.45 -0.53
H 3.15 -1.51 -1.31
H 4.67 -0.33 0.26
C -3.38 1.85 -2.22
C -4.41 2.25 -2.96
C -4.65 3.70 -3.20
O -5.59 4.06 -3.88
C -3.72 4.67 -2.59
C -2.69 4.26 -1.85
C -2.44 2.82 -1.61
O -1.50 2.45 -0.93
H -3.18 0.80 -2.03
H -5.10 1.56 -3.42
H -3.91 5.71 -2.78
H -2.00 4.95 -1.39
C -0.61 -4.16 -0.45
C -0.55 -2.92 0.03
C -0.42 -2.66 1.48
O -0.37 -1.53 1.92
C -0.36 -3.84 2.38
C -0.42 -5.08 1.90
C -0.55 -5.33 0.45
O -0.60 -6.46 0.01
H -0.70 -4.36 -1.51
H -0.59 -2.05 -0.61
H -0.26 -3.63 3.44
H -0.38 -5.95 2.54
C -0.62 10.00 -1.76
C -0.81 8.88 -2.45
C -1.97 8.00 -2.18
O -2.15 6.97 -2.80
C -2.92 8.42 -1.11
C -2.73 9.54 -0.43
C -1.57 10.42 -0.70
O -1.40 11.45 -0.08
H 0.22 10.66 -1.95
H -0.14 8.55 -3.23
H -3.76 7.76 -0.93
H -3.41 9.86 0.36
C -2.78 -11.48 0.93
C -2.79 -12.22 -0.18
C -2.20 -11.71 -1.45
O -2.21 -12.38 -2.46
C -1.60 -10.35 -1.43
C -1.59 -9.62 -0.32
C -2.18 -10.13 0.95
O -2.17 -9.46 1.96
H -3.20 -11.84 1.86
H -3.22 -13.21 -0.22
H -1.18 -10.00 -2.36
H -1.16 -8.63 -0.28
C -9.55 3.49 -2.68
C -8.66 3.02 -3.54
C -8.17 1.62 -3.45
O -7.36 1.18 -4.23
C -8.72 0.77 -2.36
C -9.62 1.25 -1.50
C -10.10 2.65 -1.59
O -10.92 3.09 -0.81
H -9.92 4.51 -2.73
H -8.24 3.62 -4.34
H -8.36 -0.25 -2.31
H -10.03 0.65 -0.70
*
```

No. 3
Here is a cluster of 2 separate species, C4H12 in total at a distorted geometry from the Open Molecules 2025 dataset. Energies are from ωB97M-V with the def2-TZVPD basis set.

Summary:
strongest force on any atom: 2.67 eV Å⁻¹
E_LUMO (spin up / spin down): 4.41 / 4.49 eV
calculated total energy: -4340.06351 eV
HOMO-LUMO gap (spin up / spin down): 2.827 / 11.984 eV

Geometry as ORCA input:
```
! RIJCOSX wB97M-V def2-TZVPD def2/J DEFGRID3
* xyz -1 2
C -1.12 -1.66 0.02
C -2.20 -0.65 -0.26
H -0.99 -2.50 -0.67
H -0.11 -1.26 0.00
H -0.99 -2.15 1.00
H -2.88 -0.54 0.60
H -2.71 -0.65 -1.22
H -1.84 0.38 -0.36
C 1.06 1.40 -0.44
C 2.03 0.92 0.72
H 0.07 1.20 -0.07
H 1.41 2.37 -0.80
H 1.36 0.80 -1.29
H 3.03 0.96 0.25
H 1.90 -0.15 0.90
H 1.98 1.51 1.62
*
```

No. 4
Here is a cluster of 2 separate species, C6H14N2O in total from the Open Molecules 2025 dataset. Energies are from ωB97M-V with the def2-TZVPD basis set.

Summary:
strongest force on any atom: 0.78 eV Å⁻¹
E_LUMO: 0.43 eV
SMILES: [H]/N=C\C(=C)C.NCCO
calculated total energy: -11475.16401 eV
HOMO-LUMO gap: 10.057 eV

Geometry as ORCA input:
```
! RIJCOSX wB97M-V def2-TZVPD def2/J DEFGRID3
* xyz 0 1
H -1.21 -2.05 1.07
N -1.42 -2.05 0.07
C -0.45 -1.79 -0.69
C 0.95 -1.49 -0.34
C 1.44 -1.77 0.87
C 1.78 -0.90 -1.43
H -0.67 -1.79 -1.75
H 2.46 -1.57 1.13
H 0.84 -2.22 1.64
H 1.87 -1.62 -2.25
H 1.32 0.00 -1.83
H 2.78 -0.66 -1.07
N -0.86 1.53 1.76
C -0.18 1.84 0.51
C -1.14 1.60 -0.67
O -2.48 1.52 -0.27
H -0.24 1.69 2.55
H -1.15 0.56 1.77
H 0.74 1.25 0.35
H 0.11 2.90 0.56
H -1.02 2.41 -1.40
H -0.92 0.65 -1.17
H -2.56 1.96 0.59
*
```

No. 5
Here is an isolated molecule of C3H7PS2 at a distorted geometry from the Open Molecules 2025 dataset. Energies are from ωB97M-V with the def2-TZVPD basis set.

Summary:
strongest force on any atom: 6.56 eV Å⁻¹
E_LUMO: -0.51 eV
SMILES: CPC(=S)CS
calculated total energy: -34181.73515 eV
HOMO-LUMO gap: 7.883 eV

Geometry as ORCA input:
```
! RIJCOSX wB97M-V def2-TZVPD def2/J DEFGRID3
* xyz 0 1
C 0.84 -1.52 -0.91
P -0.02 -1.31 0.80
C -0.99 0.21 0.54
S -2.63 0.32 0.73
C -0.28 1.51 0.15
S 1.42 1.51 0.66
H 1.43 -2.32 -0.79
H 1.37 -0.68 -1.10
H -0.05 -1.62 -1.69
H -1.07 -2.26 0.45
H -0.97 2.43 0.27
H -0.36 1.57 -0.99
H 1.32 2.15 1.89
*
```

No. 6
Here is a cluster of 7 separate species, C5H22NO8 in total at a distorted geometry from the Open Molecules 2025 dataset. Energies are from ωB97M-V with the def2-TZVPD basis set.

Summary:
strongest force on any atom: 5.72 eV Å⁻¹
E_LUMO: 3.15 eV
calculated total energy: -23410.36644 eV
HOMO-LUMO gap: 8.174 eV

Geometry as ORCA input:
```
! RIJCOSX wB97M-V def2-TZVPD def2/J DEFGRID3
* xyz -1 1
C -1.43 -0.02 0.27
O -2.00 -0.90 -0.57
C -1.29 -0.63 1.66
C 0.21 -0.73 1.93
C 1.01 -1.93 1.33
C 1.39 -1.92 -0.10
O 2.59 -1.77 -0.32
N -2.09 0.02 2.70
H -0.48 0.35 -0.22
H -2.18 0.82 0.28
H -1.78 -1.54 1.60
H 0.62 0.35 1.66
H 0.43 -0.80 3.03
H 0.47 -2.80 1.72
H 1.94 -1.99 1.95
H 0.69 -2.21 -0.99
H -3.17 -0.07 2.57
H -1.80 0.97 2.92
H 2.14 2.93 -1.21
H 2.90 1.69 -1.44
O 3.01 2.69 -1.25
H -1.16 -0.88 -1.62
H -0.40 -1.04 -3.13
O -0.72 -0.39 -2.58
H 0.59 0.99 -0.81
H -0.07 2.21 -0.47
O 0.76 1.95 -0.75
H -0.87 1.26 -3.81
H -1.34 1.63 -2.42
O -1.34 1.99 -3.35
H -1.75 -2.71 -1.28
H -1.57 -3.48 -0.13
O -1.62 -3.56 -1.07
H 3.23 2.77 0.94
H 2.28 3.72 1.32
O 2.81 3.03 1.67
*
```

No. 7
Here is the ion C6H15N2 with charge +1 at a distorted geometry from the Open Molecules 2025 dataset. Energies are from ωB97M-V with the def2-TZVPD basis set.

Summary:
strongest force on any atom: 4.42 eV Å⁻¹
E_LUMO: -4.52 eV
SMILES: C/C=[N+](/C)CCNC
calculated total energy: -9437.20282 eV
HOMO-LUMO gap: 8.412 eV

Geometry as ORCA input:
```
! RIJCOSX wB97M-V def2-TZVPD def2/J DEFGRID3
* xyz 1 1
C -0.28 -2.08 0.17
C -1.36 -1.08 0.63
N -1.01 0.11 1.11
C -2.16 0.99 1.32
C 0.31 0.73 0.80
C 0.41 1.13 -0.64
N 0.98 0.09 -1.40
C 2.48 0.05 -1.38
H 0.62 -1.50 -0.08
H -0.70 -2.66 -0.72
H -0.17 -2.85 0.94
H -2.42 -1.31 0.42
H -2.47 0.98 2.37
H -2.06 1.93 0.91
H -3.11 0.57 0.85
H 0.94 -0.06 1.22
H 0.39 1.53 1.47
H -0.60 1.42 -0.96
H 0.97 1.99 -0.66
H 0.72 0.13 -2.34
H 2.94 0.66 -2.16
H 2.90 0.28 -0.44
H 2.68 -1.03 -1.45
*
```

No. 8
Here is an isolated molecule of C4H6O2 from the Open Molecules 2025 dataset. Energies are from ωB97M-V with the def2-TZVPD basis set.

Summary:
strongest force on any atom: 0.59 eV Å⁻¹
E_LUMO: 0.82 eV
SMILES: O=CC1(O)CC1
calculated total energy: -8338.62863 eV
HOMO-LUMO gap: 10.721 eV

Geometry as ORCA input:
```
! RIJCOSX wB97M-V def2-TZVPD def2/J DEFGRID3
* xyz 0 1
O 2.05 0.50 1.12
C 1.54 -0.15 0.24
C 0.16 0.13 -0.28
O 0.20 0.89 -1.46
C -0.91 -0.90 -0.23
C -0.96 0.29 0.70
H 2.11 -0.96 -0.27
H 0.53 1.77 -1.23
H -0.69 -1.89 0.17
H -1.60 -0.89 -1.07
H -0.71 0.14 1.75
H -1.71 1.04 0.51
*
```